{
  "formula": "C18H51N3O9",
  "method": "ωB97M-V/def2-TZVPD",
  "e_tot_ev": -42381.69834,
  "smiles": "COC[C@H](C)N.COC[C@H](C)N.COC[C@H](C)N.OCCO.OCCO.OCCO",
  "e_above_lowest_kcal_mol": 140.94,
  "species": ["C", "C", "O", "O", "H", "H", "H", "H", "H", "H", "C", "C", "O", "O", "H", "H", "H", "H", "H", "H", "C", "C", "O", "O", "H", "H", "H", "H", "H", "H", "C", "C", "C", "O", "C", "N", "H", "H", "H", "H", "H", "H", "H", "H", "H", "H", "H", "C", "C", "C", "O", "C", "N", "H", "H", "H", "H", "H", "H", "H", "H", "H", "H", "H", "C", "C", "C", "O", "C", "N", "H", "H", "H", "H", "H", "H", "H", "H", "H", "H", "H"],
  "coordinates": [[-3.723, 0.972, -3.739], [-4.207, -0.473, -4.124], [-3.198, -1.025, -4.875], [-4.619, 1.516, -3.014], [-3.435, 1.599, -4.642], [-2.855, 0.913, -3.115], [-5.028, -0.327, -4.664], [-4.402, -1.097, -3.240], [-2.571, -1.422, -4.249], [-5.193, 1.958, -3.607], [0.681, -3.237, 2.005], [1.690, -4.368, 1.913], [2.625, -4.391, 2.969], [-0.091, -3.360, 1.064], [0.962, -2.234, 2.171], [0.157, -3.449, 2.921], [2.176, -4.339, 0.931], [1.154, -5.287, 2.073], [2.794, -3.497, 3.039], [-0.513, -2.505, 0.983], [-2.224, -0.499, 0.809], [-2.809, 0.018, -0.478], [-4.192, 0.135, -0.405], [-0.934, -0.602, 0.797], [-2.744, -1.454, 1.101], [-2.510, 0.280, 1.611], [-2.652, -0.826, -1.145], [-2.553, 0.939, -0.814], [-4.276, 0.686, -1.213], [-0.714, 0.320, 0.764], [2.590, -0.745, 0.344], [3.120, 0.213, 1.463], [3.961, -0.569, 2.452], [2.962, -1.180, 3.309], [2.571, -0.330, 4.343], [3.840, 1.385, 0.806], [3.465, -0.978, -0.242], [1.948, -0.049, -0.297], [2.111, -1.671, 0.576], [2.172, 0.572, 1.948], [4.566, 0.142, 3.048], [4.481, -1.423, 1.915], [3.024, -0.561, 5.340], [1.520, -0.388, 4.603], [2.692, 0.806, 4.166], [4.834, 1.148, 0.941], [3.674, 2.161, 1.345], [0.157, 2.403, 2.715], [-0.241, 2.833, 1.399], [0.464, 4.156, 1.163], [-0.298, 5.116, 1.943], [0.090, 6.386, 1.817], [0.160, 1.911, 0.440], [1.274, 2.160, 2.749], [-0.475, 1.611, 3.075], [0.030, 3.241, 3.392], [-1.420, 2.860, 1.383], [0.463, 4.565, 0.129], [1.453, 4.187, 1.604], [1.112, 6.516, 2.229], [-0.508, 7.109, 2.295], [0.314, 6.639, 0.792], [-0.173, 2.359, -0.455], [1.188, 1.740, 0.380], [0.031, 0.059, -2.471], [0.575, -1.259, -2.295], [-0.249, -2.241, -2.997], [-1.652, -2.135, -2.760], [-2.206, -3.428, -2.496], [1.945, -1.402, -2.724], [0.439, 0.703, -1.889], [-1.050, 0.152, -2.526], [0.304, 0.434, -3.408], [0.555, -1.678, -1.326], [0.077, -3.185, -2.621], [-0.066, -2.306, -4.049], [-2.476, -3.475, -1.413], [-1.624, -4.252, -2.858], [-3.083, -3.509, -3.082], [1.996, -1.057, -3.726], [2.582, -0.697, -2.319]],
  "atomic_forces_ev_per_a": [[3.977, -3.505, -3.515], [4.207, 1.226, 2.512], [0.950, -1.351, -1.175], [-4.569, 3.595, 4.182], [-0.228, -0.996, 0.582], [1.133, -0.444, -0.021], [-3.673, 0.122, -2.418], [-0.260, 0.490, 0.099], [0.078, 0.019, -0.099], [-1.507, 0.857, -0.152], [5.103, -1.285, 8.195], [0.595, -0.042, 0.277], [-0.338, -1.947, -0.383], [-6.975, -0.339, -9.100], [1.689, 1.281, 0.081], [-0.281, -0.238, 1.597], [0.026, -0.185, -0.075], [-0.515, -0.416, -0.710], [1.315, 3.079, 1.041], [-0.724, 0.297, -0.886], [-6.264, 1.413, 2.314], [-0.878, -4.355, 0.802], [-1.534, 0.946, -0.559], [4.361, -1.869, -0.119], [0.380, 0.751, -0.388], [-0.227, -1.020, -0.532], [0.875, 0.444, -0.884], [2.466, 2.617, -0.858], [-1.562, -0.442, 0.774], [2.177, 1.252, -0.351], [0.496, 2.954, -0.931], [-1.246, 0.057, -1.392], [-1.279, -0.360, 0.196], [0.840, -0.095, 0.115], [-0.186, 1.867, 1.767], [0.387, -3.874, -0.573], [0.325, -0.232, -0.507], [0.597, -1.435, 0.688], [-0.476, -0.208, 0.604], [1.238, -0.052, -0.011], [0.304, -0.782, -0.287], [-0.102, 1.201, 0.924], [0.406, 0.062, -0.905], [-0.514, -0.511, -0.634], [0.277, -1.695, -0.124], [-0.432, 0.520, -0.468], [-0.355, 2.388, 1.602], [1.616, -0.304, 2.574], [-1.505, 1.641, -0.075], [-2.205, 2.569, 0.576], [-1.385, -2.683, 0.149], [3.543, 1.270, -0.556], [0.142, -1.092, -3.599], [-1.507, 0.000, -0.011], [0.148, -0.726, 0.262], [-0.072, 0.056, 0.331], [2.212, 0.657, -0.210], [0.152, -0.686, 0.238], [0.667, -0.460, -0.297], [-0.054, 0.096, 0.445], [-1.204, 0.507, 0.459], [-0.626, 0.469, -0.896], [0.923, -1.282, 0.702], [-1.056, 0.463, 0.081], [-3.323, -1.319, -3.019], [0.480, -0.884, 0.147], [-0.485, -1.808, -0.717], [0.616, -0.533, -0.096], [-0.752, 0.920, 1.039], [1.549, 1.107, -2.353], [2.268, 4.296, 4.405], [-0.040, -0.246, 0.714], [0.653, 0.296, -2.062], [-0.120, 0.503, 1.754], [0.237, -0.906, 0.182], [0.094, 0.426, -1.103], [0.401, -0.367, -0.787], [0.842, -0.301, 0.275], [-1.353, 0.085, -0.407], [-0.231, -0.910, 1.117], [-0.702, -0.612, 0.448]],
  "mulliken_charge": [-0.182, -0.385, -0.663, -0.530, 0.389, -0.080, 0.546, 0.110, 0.493, 0.364, -0.311, -0.567, -0.580, -0.502, 0.238, 0.296, 0.226, 0.377, 0.376, 0.387, -0.552, -0.042, -0.729, 0.265, 0.468, 0.290, -0.187, 0.698, 0.512, -0.620, -1.092, 1.614, -0.869, -0.298, -0.790, -0.678, 0.584, -0.244, 0.248, -0.755, 0.457, 0.341, 0.295, 0.318, 0.282, 0.324, 0.293, -1.421, 0.210, -0.700, -0.339, -0.778, -0.554, 0.154, 0.353, 0.561, 0.166, 0.542, 0.340, 0.303, 0.281, 0.310, 0.264, 0.071, -1.526, 2.349, -1.556, -0.031, -1.012, -0.743, 0.715, -0.317, 0.495, -0.688, 0.559, 0.189, 0.201, 0.482, 0.307, 0.337, 0.342]
}